Here is a cluster of 2 separate species, C2H7FNS in total in a non-equilibrium geometry from the Open Molecules 2025 dataset. Energies are from ωB97M-V/def2-TZVPD.

The LUMO energy (spin up / spin down) comes out at -3.893 / -5.150 eV. The calculation puts the relative energy (zero: lowest compared OMol25 entry of this formula, charge and spin) at 93.22 kcal per mole. Its HOMO-LUMO gap (spin up / spin down) is 9.9 / 5.7 eV. The total charge is +1. For the total energy, the calculation gives -17218.7064 eV.

Geometry (Å):
C  1.0444  -0.6833  0.1097
C  -1.7747  0.2350  0.5209
N  2.0539  0.2734  -0.2455
F  -1.3396  1.4404  0.1326
S  -3.0160  -0.6792  -0.1887
H  0.8480  -0.8401  1.1214
H  0.3829  -1.1221  -0.7024
H  -1.6226  -0.1878  1.5860
H  2.0209  1.1935  0.2923
H  1.9197  0.5403  -1.2509
H  2.9937  -0.2029  -0.0645
H  -3.5108  0.0329  -1.3108

Atoms 1-2, force components in eV/Å:
-2.439 -0.945 -2.031
0.906 -1.170 1.360